# 1
The following is a quantum chemistry calculation of a molecular structure, C24H25BCrF2N2O5P at a distorted geometry, from the OMol25 dataset.

Values from the calculation:
**Expectation value of S²**: 3.804
**Multiplicity**: 4
**M**: 553.3 g mol⁻¹
**HOMO-LUMO gap (alpha / beta)**: 8.418 / 7.901 eV

Cartesian coordinates (Å):
Cr (-0.495, -1.152, 0.688)
P (0.060, 0.712, -0.673)
F (-3.274, -1.460, -0.436)
F (-3.196, -0.273, 1.446)
O (-0.649, -0.193, 2.643)
O (1.546, -1.064, 1.890)
O (2.474, -2.343, 3.493)
O (-0.482, -2.508, -0.687)
O (-0.825, -4.691, -1.083)
N (-0.600, -2.842, 1.914)
N (2.687, -1.033, -0.812)
C (-3.288, 1.281, -2.878)
C (2.321, -0.405, -1.968)
C (1.738, 0.904, -4.390)
C (-1.138, -1.079, 3.660)
C (-0.833, -3.719, -0.366)
C (-1.348, 1.550, -1.473)
C (-2.682, 3.460, -2.068)
C (1.910, 3.839, 2.145)
C (2.128, 2.401, 0.231)
C (-1.591, 2.918, -1.404)
C (-1.248, -2.563, 3.214)
C (1.216, 0.472, -2.059)
C (1.709, -2.157, 2.568)
C (-1.326, -3.840, 1.099)
C (-2.208, 0.733, -2.210)
C (0.797, -3.304, 2.086)
C (0.599, 3.413, 2.321)
C (0.814, 1.979, 0.397)
C (3.082, -0.632, -3.127)
C (2.673, 3.328, 1.107)
C (0.965, 1.127, -3.270)
C (0.055, 2.476, 1.460)
C (2.791, -0.001, -4.314)
C (-3.530, 2.647, -2.805)
B (-2.488, -0.930, 0.505)
H (-0.925, 3.563, -0.847)
H (0.850, -4.149, 2.775)
H (-0.496, -0.995, 4.536)
H (1.512, 1.416, -5.315)
H (-0.957, 2.116, 1.606)
H (3.699, 3.649, 0.982)
H (-2.018, -0.334, -2.257)
H (1.177, -3.621, 1.112)
H (2.433, -0.677, 0.100)
H (3.545, -1.555, -0.829)
H (0.335, -0.175, 2.702)
H (-0.818, -3.204, 3.987)
H (-2.867, 4.525, -2.007)
H (3.921, -1.316, -3.066)
H (2.718, 2.005, -0.587)
H (-2.394, -3.616, 1.100)
H (-3.948, 0.645, -3.452)
H (2.334, 4.569, 2.822)
H (0.132, 1.813, -3.328)
H (0.002, 3.807, 3.133)
H (3.394, -0.204, -5.190)
H (-2.303, -2.815, 3.121)
H (-4.378, 3.079, -3.320)
H (-2.130, -0.716, 3.918)
H (-1.182, -4.859, 1.460)



# 2
The following is a quantum chemistry calculation of a single C2H4N2OS molecule at a distorted geometry, from the OMol25 dataset.

Values from the calculation:
**Multiplicity**: 1
**M**: 104.1 g mol⁻¹
**HOMO-LUMO gap**: 9.778 eV
**SMILES string**: N/N=C\SC=O

Cartesian coordinates (Å):
S (-0.600, -0.816, 0.033)
O (-2.768, 0.740, 0.047)
N (1.472, 0.830, -0.060)
N (2.183, -0.386, -0.135)
C (0.237, 0.735, -0.026)
C (-2.286, -0.365, -0.153)
H (-2.917, -1.222, -0.414)
H (3.144, -0.110, -0.047)
H (-0.437, 1.563, 0.078)
H (1.972, -0.970, 0.678)



# 3
The following is a quantum chemistry calculation of 8 unconnected molecules or ions with the total composition C16H48O8S2 at a distorted geometry, from the OMol25 dataset.

Values from the calculation:
**Multiplicity**: 1
**M**: 432.7 g mol⁻¹
**HOMO-LUMO gap**: 9.001 eV

Cartesian coordinates (Å):
S (-0.425, 3.114, 3.086)
S (-0.376, -2.749, 2.898)
O (-2.188, 1.389, -5.122)
O (1.087, 1.441, -0.297)
O (-3.999, 1.710, -0.452)
O (5.464, 3.224, -2.793)
O (1.759, -0.692, 3.949)
O (-0.948, -3.834, 2.053)
O (0.278, 2.275, 2.005)
O (-0.257, -4.818, -0.364)
C (-1.503, -1.371, 2.834)
C (-1.879, 0.237, -4.244)
C (-0.345, 4.781, 2.700)
C (-2.148, 2.995, 2.481)
C (3.907, -0.643, 3.120)
C (0.307, -3.873, -1.135)
C (2.788, 0.148, 3.802)
C (-3.937, -0.700, -0.443)
C (-3.884, 0.558, 0.374)
C (3.457, 2.954, -3.930)
C (4.511, 2.277, -2.988)
C (0.448, -4.588, -2.465)
C (-2.621, -0.984, -4.814)
C (1.334, -0.362, -1.786)
C (0.773, 0.046, -0.490)
C (-0.663, -3.230, 4.594)
H (4.155, -1.608, 3.722)
H (1.146, -0.171, 4.189)
H (0.843, 5.050, 2.750)
H (-4.649, 0.383, 1.159)
H (1.309, -5.328, -2.393)
H (2.605, -0.597, -1.955)
H (0.967, -1.438, -1.950)
H (2.993, 3.786, -3.365)
H (2.862, 2.243, -3.957)
H (-0.601, -4.449, 0.484)
H (1.053, 0.483, -2.525)
H (-0.350, -2.929, -1.305)
H (-2.419, -1.407, -5.849)
H (-2.629, 2.175, 2.527)
H (3.407, -0.871, 2.151)
H (-0.494, -4.965, -2.503)
H (-2.311, 0.368, -3.308)
H (-2.053, 2.119, -4.596)
H (-4.312, 2.600, -0.050)
H (4.872, 1.413, -3.464)
H (1.278, -3.430, -0.810)
H (-3.535, -1.430, 0.082)
H (-0.301, -0.122, -0.529)
H (-1.722, -3.606, 4.674)
H (-2.409, -1.790, -4.025)
H (0.969, 1.490, 0.615)
H (0.800, -4.031, -3.312)
H (-3.129, -0.717, -1.073)
H (-0.776, 5.479, 3.349)
H (5.327, 3.799, -2.106)
H (0.024, -4.015, 5.003)
H (-2.307, 3.298, 1.497)
H (-1.361, -0.868, 2.095)
H (-0.874, 0.046, -4.118)
H (4.062, 2.002, -2.025)
H (-1.462, -0.772, 3.639)
H (-0.647, -2.207, 5.197)
H (3.317, 0.769, 4.604)
H (-4.692, -0.935, -1.005)
H (-2.836, 3.790, 3.043)
H (-3.608, -0.990, -4.689)
H (-2.474, -1.711, 2.682)
H (4.754, 0.046, 2.869)
H (-0.457, 5.130, 1.796)
H (3.959, 3.438, -4.658)
H (-2.901, 0.692, 1.093)
H (2.394, 1.017, 3.276)
H (1.276, -0.534, 0.497)